(1)
48
Properties=species:S:1:pos:R:3 method="wB97M-V/def2-TZVPD" relative_energy_kcal_mol=110.0 energy_ev=-33280.1652 homo_lumo_gap_ev=10.2 total_charge=0 homo_energy_ev=-10.3728
O 14.75800 12.64600 -7.23000
H 14.04000 12.81500 -6.59900
H 14.95300 11.74300 -6.97900
O 13.25700 12.30900 -4.75100
H 12.74700 12.24700 -3.96700
H 12.67000 11.87600 -5.35000
O 16.57300 12.61400 -4.69000
H 17.23300 12.22200 -4.12000
H 16.87600 13.48900 -4.73100
O 14.83300 10.78000 -2.75100
H 15.58200 10.83000 -2.17400
H 15.03200 11.12700 -3.64600
O 12.70200 9.21800 -4.47100
H 13.36500 9.71700 -4.96200
H 12.22900 9.83400 -3.87100
O 11.58500 7.47700 -8.05900
H 12.34200 7.98400 -7.68600
H 11.19000 8.16300 -8.65200
O 14.62700 7.71300 -7.34900
H 14.60600 7.24500 -8.20900
H 14.79900 6.98900 -6.72100
O 17.43300 7.47400 -7.01600
H 17.63400 6.85200 -7.74300
H 16.55100 7.78100 -7.29900
O 17.39600 9.68800 -4.84300
H 17.58800 10.15300 -5.63300
H 18.29900 9.64500 -4.51400
O 11.79000 11.20600 -6.93000
H 12.17500 10.51300 -7.48500
H 10.93100 11.43600 -7.26100
O 17.75900 11.45800 -6.88000
H 18.66700 11.65400 -6.70200
H 17.27400 11.98900 -6.29300
O 14.75200 10.10200 -5.83500
H 15.71400 10.00900 -5.66300
H 14.53900 9.39800 -6.50700
O 16.50000 7.92900 -2.58000
H 16.67700 8.44200 -3.39800
H 15.60500 8.18700 -2.33800
O 16.47900 9.61900 -8.70600
H 17.25300 9.85300 -8.21600
H 16.07300 10.49900 -8.92500
O 13.55800 6.67600 -4.81000
H 12.87200 6.16700 -5.25500
H 13.20100 7.57000 -4.71600
O 13.45500 9.92100 -8.83700
H 13.99400 9.21300 -8.51100
H 12.80500 9.53900 -9.42000

(2)
44
Properties=species:S:1:pos:R:3 method="wB97M-V/def2-TZVPD" s2=3.758 relative_energy_kcal_mol=0.0 energy_ev=-62448.3610 homo_lumo_gap_ev="4.5 / 4.5" multiplicity=4 total_charge=+2 homo_energy_ev="-12.1032 / -12.1032"
C -3.71208 3.96164 -6.98176
C -2.98303 4.52552 -7.98231
H -4.75650 4.25635 -6.87078
H -3.31001 3.19465 -6.32821
C -1.58347 4.22295 -8.17160
C -0.87887 3.47833 -7.27093
H -1.30930 3.11789 -6.34023
H 0.17393 3.27992 -7.47129
C -3.67452 5.48893 -8.92811
H -4.73253 5.55614 -8.65164
H -3.61579 5.16197 -9.97685
H -3.24698 6.50124 -8.87209
C -0.86589 4.75510 -9.39683
H -0.93164 5.85051 -9.47981
H -1.26940 4.32985 -10.32871
H 0.19282 4.48089 -9.33515
V -0.25399 0.26489 -0.17866
O -1.23340 0.52087 -1.73953
C -1.20849 0.05389 -2.94241
O 0.74072 -1.20375 -1.18189
C 0.41971 -1.67782 -2.30100
O 0.94713 -2.78006 -2.77408
N -0.48243 -1.11274 -3.18174
C 0.38179 -3.02866 -4.12555
C -0.50972 -1.86840 -4.44416
H -0.17096 -3.97069 -4.07611
H 1.22143 -3.10068 -4.82017
H -1.52824 -2.17579 -4.68455
H -0.10873 -1.25386 -5.25441
C -1.89942 0.68419 -4.00366
C -2.61277 1.82981 -3.82165
H -1.85115 0.20199 -4.98455
H -2.65781 2.32417 -2.84929
H -3.18457 2.23052 -4.65605
N 1.28291 1.23505 0.89306
N 1.53778 0.65817 2.18631
C 0.49118 0.03479 2.79722
N 0.66409 -0.24507 4.10235
S -0.89413 -0.47379 1.96204
H 1.09935 2.23796 1.03329
H 2.16279 1.19294 0.36824
H 2.07296 1.29160 2.79207
H -0.06445 -0.71252 4.62885
H 1.48383 0.04358 4.62521

(3)
135
Properties=species:S:1:pos:R:3 method="wB97M-V/def2-TZVPD" s2=3.767 relative_energy_kcal_mol=0.0 energy_ev=-101191.3925 homo_lumo_gap_ev="6.9 / 6.2" multiplicity=4 total_charge=+2 homo_energy_ev="-12.9896 / -12.9828"
Tc -0.12711 -1.31867 -0.17357
C -4.60394 -2.65445 -0.28883
O -3.76442 -3.14770 -1.38514
C -2.54762 -2.77991 -1.08171
N -2.28547 -2.15575 0.00569
C -3.60621 -2.04275 0.73130
C -4.17704 -0.72117 1.18818
C -3.72254 0.52867 0.81347
C -4.37870 1.66977 1.26186
C -5.49267 1.56769 2.08046
C -5.95707 0.31121 2.45461
C -5.30011 -0.82600 2.00938
C -1.45746 -3.31847 -1.91473
C -1.56824 -4.29831 -2.87495
C -0.40536 -4.95206 -3.27681
C 0.78813 -4.71440 -2.59844
C 0.79106 -3.72178 -1.64401
N -0.27807 -2.95867 -1.42828
C 1.81700 -3.43397 -0.61640
N 1.49205 -2.68813 0.37381
C 2.72816 -2.46029 1.16440
C 3.72215 -3.44532 0.50458
O 3.01770 -3.92299 -0.70834
C 2.59477 -2.70938 2.64006
C 3.52789 -2.12335 3.48841
C 3.57490 -2.48606 4.82794
C 2.68454 -3.42944 5.32275
C 1.73092 -3.99178 4.48453
C 1.68408 -3.63071 3.14451
H -5.17725 -3.49226 0.09144
H -5.26270 -1.89849 -0.70301
H -3.49561 -2.68272 1.60585
H -2.86428 0.61913 0.15808
H -4.00950 2.64426 0.96536
H -5.99877 2.46005 2.42695
H -6.82882 0.21552 3.09048
H -5.66681 -1.80402 2.31380
H -2.54281 -4.56510 -3.26287
H -0.44731 -5.70238 -4.05651
H 1.67894 -5.30543 -2.76808
H 3.02695 -1.43798 0.96932
H 3.91898 -4.31891 1.11655
H 4.64795 -2.98028 0.18459
H 4.23703 -1.39936 3.09713
H 4.31524 -2.04094 5.48086
H 2.73345 -3.72672 6.36390
H 1.03445 -4.72597 4.87085
H 0.95640 -4.09378 2.48551
C 1.40702 4.61246 -2.44948
C 1.12456 3.38950 -3.29333
C 1.15894 3.65675 -4.77399
O 2.04559 2.34247 -2.98360
C 1.38333 1.26631 -2.34876
C -0.01659 1.80741 -2.04009
O -0.15751 2.86623 -2.95977
C -1.16426 0.82324 -2.30570
O -1.16258 -0.16855 -1.24549
C -2.55590 1.45154 -2.17061
C -2.79663 2.76858 -1.80551
C -4.10510 3.23536 -1.67232
C -5.18125 2.39408 -1.89273
C -4.94874 1.06868 -2.25201
C -3.65131 0.61005 -2.38781
C -1.01664 0.21105 -3.70676
C -0.30973 -0.95944 -3.95756
C -0.16523 -1.46068 -5.24704
C -0.72897 -0.78557 -6.31943
C -1.41551 0.39796 -6.08780
C -1.55680 0.89020 -4.79688
C 2.21116 0.68816 -1.19595
O 1.48253 -0.46018 -0.66335
C 3.50693 0.05541 -1.75288
C 4.53567 -0.27798 -0.86704
C 5.69911 -0.88927 -1.30681
C 5.86899 -1.17262 -2.65782
C 4.86763 -0.83144 -3.55142
C 3.69676 -0.22415 -3.10537
C 2.57623 1.68240 -0.09238
C 2.38883 1.37728 1.25176
C 2.85794 2.22569 2.25137
C 3.51607 3.39960 1.92385
C 3.73155 3.69913 0.58482
C 3.28768 2.84243 -0.40996
H 2.41079 4.99198 -2.64976
H 1.33089 4.37210 -1.38758
H 0.68479 5.39275 -2.69333
H 2.14348 4.02718 -5.06160
H 0.41098 4.40624 -5.03736
H 0.94826 2.73453 -5.31668
H 1.28234 0.45222 -3.05949
H -0.08359 2.14075 -0.99766
H -1.97570 3.45067 -1.63615
H -4.27587 4.26964 -1.39585
H -6.19470 2.76565 -1.79947
H -5.78446 0.40491 -2.44582
H -3.47622 -0.41773 -2.69638
H 0.19634 -1.45653 -3.14984
H 0.41007 -2.36475 -5.41667
H -0.62176 -1.16809 -7.32751
H -1.84847 0.94366 -6.91770
H -2.09509 1.81565 -4.63568
H 4.45367 -0.00325 0.17844
H 6.48897 -1.11710 -0.59960
H 6.78559 -1.62883 -3.01087
H 4.99578 -1.02410 -4.60977
H 2.95309 0.03996 -3.84378
H 1.88554 0.46620 1.53300
H 2.72614 1.95725 3.29362
H 3.88225 4.06116 2.69990
H 4.27758 4.59377 0.31038
H 3.52392 3.05911 -1.43945
O -0.15644 -0.31155 1.64761
S -1.24482 -0.04674 2.72774
C -0.68474 -0.63592 4.28017
C 0.46851 -0.13916 4.88287
C 0.73339 -0.49208 6.19131
C -0.14989 -1.31889 6.88528
C -1.28423 -1.82322 6.26877
C -1.55980 -1.48132 4.94995
C -1.08701 1.70244 2.96967
C -1.64933 2.29288 4.09449
C -1.57669 3.67056 4.21854
C -0.94547 4.43222 3.23985
C -0.39169 3.82136 2.12341
C -0.47020 2.44316 1.97624
H 1.12351 0.53173 4.34088
H 1.61739 -0.10595 6.68394
H 0.05164 -1.56701 7.92022
H -1.96253 -2.46548 6.81451
H -2.46304 -1.83369 4.46304
H -2.13684 1.69926 4.85885
H -2.00989 4.15077 5.08593
H -0.88002 5.50709 3.35577
H 0.10785 4.41299 1.36639
H -0.03485 1.94896 1.12012

(4)
60
Properties=species:S:1:pos:R:3 method="wB97M-V/def2-TZVPD" relative_energy_kcal_mol=0.0 energy_ev=-45143.0736 homo_lumo_gap_ev=3.9 total_charge=-1 homo_energy_ev=-3.0276
C -5.39793 0.26534 3.55975
C -3.93693 0.62728 3.70831
O -3.07524 -0.28215 3.06348
C -1.80156 0.24133 3.06978
C -0.72713 -0.68248 2.85484
C 0.62530 -0.36106 2.97641
C 1.07410 0.95789 3.21303
C 2.40558 1.25007 3.28872
C 3.36633 0.24034 3.16390
C 4.72543 0.53299 3.20295
N 5.86645 0.77012 3.22195
C 2.93602 -1.07909 2.97714
C 1.60605 -1.37668 2.88217
O -1.58019 1.42867 3.28257
H -6.03046 0.84840 4.23071
H -5.74317 0.43051 2.54021
H -5.55354 -0.78967 3.77835
H -3.72955 1.62915 3.30346
H -3.62609 0.62751 4.76602
H -1.00439 -1.69691 2.64379
H 0.33785 1.73383 3.33960
H 2.73129 2.26424 3.45344
H 3.67255 -1.86239 2.92029
H 1.28262 -2.39668 2.77383
C 4.20975 -3.74780 10.52348
C 4.68258 -3.38917 9.28007
C 4.04541 -2.40590 8.55496
C 2.92871 -1.76714 9.06546
C 2.19368 -0.74066 8.25993
O 0.88407 -1.15659 7.95844
C 0.23891 -0.20506 7.23426
N -1.03897 -0.55883 6.80791
N -1.23608 -1.75150 6.65418
C -2.49231 -2.20169 6.27306
O -3.44714 -1.45852 6.25397
O -2.56218 -3.51849 5.94044
C -3.88318 -3.87859 5.62779
C -3.95089 -5.27171 5.08667
C -4.48945 -5.54134 3.84057
C -4.48303 -6.82627 3.34293
C -3.93547 -7.85252 4.08233
C -3.39403 -7.59256 5.32246
C -3.40092 -6.30731 5.81841
O 0.73847 0.86310 6.95680
C 2.45895 -2.13947 10.31226
C 3.09617 -3.12221 11.04026
H 4.71024 -4.51594 11.08982
H 5.55379 -3.87611 8.87445
H 4.40544 -2.13955 7.57658
H 2.13282 0.21323 8.79694
H 2.70292 -0.54365 7.30902
H -4.47588 -3.78546 6.54628
H -4.26412 -3.14969 4.90338
H -4.89812 -4.73652 3.25463
H -4.90590 -7.02738 2.37301
H -3.92467 -8.85473 3.68754
H -2.96326 -8.39183 5.90247
H -2.95197 -6.08868 6.77213
H 1.57213 -1.66868 10.70020
H 2.72595 -3.40006 12.01370

(5)
10
Properties=species:S:1:pos:R:3 method="wB97M-V/def2-TZVPD" relative_energy_kcal_mol=28.3 energy_ev=-154183.5183 homo_lumo_gap_ev="7.5 / 7.5" total_charge=-1 homo_energy_ev="-5.1629 / -5.1624"
C 1.69856 1.83222 2.35687
C 0.32789 -0.28436 0.18804
O 2.42037 1.90615 3.28109
O 0.68413 2.34087 1.89104
Si 1.94646 0.55894 0.69516
Br 3.18639 -2.11763 -0.63302
Br 2.45341 2.00776 -1.01500
H 0.13760 -1.19787 0.84734
H -0.56698 0.47868 0.40636
H 0.12589 -0.77517 -0.85995

(6)
132
Properties=species:S:1:pos:R:3 method="wB97M-V/def2-TZVPD" relative_energy_kcal_mol=0.0 energy_ev=-73741.5119 homo_lumo_gap_ev=8.5 total_charge=0 homo_energy_ev=-8.4191
C 0.43477 2.02993 -2.64945
O 0.51843 3.05720 -1.65432
C -0.51916 3.99846 -1.65467
C -0.58379 4.94932 -2.85623
N 0.63985 5.71391 -3.05669
C 0.84686 6.79321 -2.07646
C -0.01112 8.02957 -2.33748
O 0.42179 8.59615 -3.55685
C -0.01472 9.91941 -3.75071
H 1.41606 1.56499 -2.70301
H 0.14391 2.41457 -3.62715
H -0.31443 1.33936 -2.24724
H -0.34880 4.59932 -0.76044
H -1.49341 3.50578 -1.54693
H -1.45996 5.61690 -2.83256
H -0.87515 4.32512 -3.70969
H 0.53224 6.18956 -3.94830
H 1.92230 6.97014 -2.07099
H 0.60951 6.46646 -1.06023
H 0.16343 8.69518 -1.48659
H -1.04792 7.69044 -2.40052
H -1.09749 9.99712 -3.58038
H 0.10417 10.20570 -4.79420
H 0.49102 10.61388 -3.07555
C -3.68671 3.19107 6.18987
O -2.79525 2.22070 5.68984
C -2.33371 1.31812 6.67055
C -1.98783 -0.01317 6.04784
N -1.17957 0.02529 4.82285
C 0.18346 0.48523 5.08433
C 0.80308 0.69399 3.71559
O 0.29627 1.89555 3.14035
C 0.51447 1.94725 1.76573
H -3.10107 3.88804 6.80681
H -4.48477 2.71695 6.76618
H -4.10291 3.81437 5.40082
H -3.13532 1.08307 7.38281
H -1.51107 1.80270 7.20587
H -2.90202 -0.57765 5.83847
H -1.46556 -0.63295 6.78373
H -1.59709 0.74061 4.22531
H 0.77476 -0.26931 5.60561
H 0.24873 1.45394 5.59221
H 0.50708 -0.16614 3.10250
H 1.89475 0.76244 3.67891
H -0.13460 1.23601 1.23694
H 1.53002 1.77524 1.38138
H 0.29683 2.92507 1.33111
C -1.10594 -0.44032 -5.80046
O -1.70885 -0.14544 -4.56719
C -2.33949 -1.28459 -4.01563
C -2.88434 -0.89620 -2.63896
N -4.14942 -0.14296 -2.70544
C -5.29997 -1.02877 -2.88675
C -6.26728 -0.42346 -3.91129
O -5.54856 -0.10951 -5.08238
C -6.33998 0.48191 -6.05754
H -0.62927 0.46110 -6.18866
H -1.86644 -0.67343 -6.55686
H -0.37091 -1.24668 -5.74982
H -1.67321 -2.14931 -3.93274
H -3.18655 -1.58299 -4.64578
H -2.18347 -0.16204 -2.22971
H -2.98371 -1.72152 -1.93851
H -4.06448 0.47011 -3.50865
H -5.78241 -1.28886 -1.94331
H -5.03338 -2.01592 -3.29117
H -6.69666 0.49808 -3.49366
H -7.13107 -1.07055 -4.09633
H -6.61001 1.53488 -5.86784
H -7.28103 -0.02590 -6.28973
H -5.75879 0.60909 -6.97509
O -0.44699 -2.71661 -1.23420
C 0.07983 -1.51929 -0.74320
C 0.93550 -1.70980 0.50878
O 2.08028 -2.49063 0.29498
H 0.22751 -3.02401 -1.86508
H 0.71801 -0.94552 -1.43027
H -0.67322 -0.77404 -0.46972
H 0.27066 -2.15023 1.26721
H 1.12372 -0.72814 0.96319
H 2.42946 -2.83336 1.13409
O 5.23435 -0.29452 -0.60373
C 4.11505 0.33717 0.01205
C 4.29996 0.49379 1.50789
O 3.97936 -0.69473 2.21121
H 5.89147 0.36022 -0.84335
H 3.99591 1.32283 -0.46187
H 3.17570 -0.14250 -0.26631
H 3.76833 1.36585 1.88891
H 5.36730 0.71755 1.64438
H 4.39585 -1.43703 1.72640
O 2.10091 -4.30445 5.82932
C 1.22667 -3.72281 4.85194
C 2.01057 -2.99199 3.77216
O 2.59149 -3.77412 2.74269
H 2.65539 -4.95893 5.39247
H 0.51345 -4.47112 4.50005
H 0.69630 -2.94364 5.40432
H 2.80252 -2.41994 4.26976
H 1.35920 -2.20892 3.37908
H 3.27191 -4.32669 3.13523
O 5.35712 -3.06682 1.54335
C 5.67240 -3.60977 0.27163
C 6.62816 -4.80286 0.39945
O 5.96259 -5.98187 0.87347
H 4.91314 -3.73338 2.06892
H 4.78212 -3.92459 -0.28051
H 6.16836 -2.86645 -0.35088
H 7.40877 -4.57965 1.13497
H 7.10866 -4.99923 -0.55859
H 5.70369 -5.78417 1.77712
O -4.10768 -3.21105 1.72653
C -3.19104 -2.27454 1.19998
C -2.70583 -1.37123 2.31918
O -1.97047 -2.16353 3.24660
H -3.67935 -3.67214 2.45805
H -2.33307 -2.79013 0.74971
H -3.72561 -1.71896 0.42729
H -3.54631 -0.87802 2.82189
H -2.02687 -0.58165 1.96392
H -1.63741 -1.54370 3.93781
O 1.54719 -3.40933 -2.90363
C 1.81871 -4.79624 -3.07557
C 2.81834 -5.28364 -2.02428
O 2.35180 -5.05792 -0.72674
H 2.28425 -2.84310 -3.14600
H 0.85584 -5.28895 -2.94609
H 2.17946 -4.95951 -4.09430
H 3.71022 -4.64614 -2.16138
H 3.22829 -6.27134 -2.22757
H 2.01288 -4.14927 -0.59820

(7)
9
Properties=species:S:1:pos:R:3 method="wB97M-V/def2-TZVPD" relative_energy_kcal_mol=26.2 energy_ev=-3864.8060 homo_lumo_gap_ev=9.1 total_charge=0 homo_energy_ev=-8.5815
C 2.20675 -0.03451 -0.34752
B 0.84950 -0.02359 -0.22309
C -0.67249 0.04607 0.11254
C -2.03854 -0.11125 -0.02504
H 2.83808 -0.22464 -1.32483
H 2.90067 0.51927 0.39763
H -0.32693 0.36479 1.06105
H -2.37412 -0.51350 -0.92645
H -2.79041 0.08257 0.68605

(8)
20
Properties=species:S:1:pos:R:3 method="wB97M-V/def2-TZVPD" relative_energy_kcal_mol=129.8 energy_ev=-9271.9171 homo_lumo_gap_ev=9.5 total_charge=+1 homo_energy_ev=-13.5757
C 3.09232 0.22535 0.00336
C -0.68343 -0.57292 -1.58865
C -0.35830 -1.51496 0.49625
N -3.22941 0.79156 1.01715
N 1.95322 0.80439 0.64268
N -0.16352 -0.57329 -0.29933
N 0.90791 1.01281 -0.14839
H 4.04444 0.54191 0.39377
H 2.83981 -0.89322 -0.13644
H 3.04138 0.43025 -1.06627
H -0.03430 -0.98845 -2.23965
H -1.65629 -1.04940 -1.73706
H -0.68696 0.45556 -1.88725
H -0.89075 -2.37977 0.14428
H 0.11705 -1.52896 1.44148
H -4.05498 0.44025 1.40815
H -3.45587 0.95202 0.09609
H 2.09720 0.73996 1.70935
H 0.17199 1.47392 0.33461
H -3.05151 1.63298 1.41586